The following is a quantum chemistry calculation of a structure of composition C21H54BrNO17PS5Ta in a non-equilibrium geometry, from OMol25.

Last column: Mulliken charge in e.
Positions of all 101 atoms, in Å:
C 2.7410 -1.6273 4.7992  -0.3368
C 2.3662 -2.8830 5.0666  -0.2969
Ta 2.4229 -4.1033 3.2588  -0.0725
C 2.2105 -5.2799 1.3300  -1.4109
C 2.5879 -4.7111 -0.0537  0.0917
C 3.9672 -4.0864 -0.1827  -0.6094
Br 3.8757 -2.1655 -0.5649  -0.2730
P 0.5732 -2.4260 2.3290  0.3467
N -0.9560 -2.8837 2.6178  -0.7677
C 4.0229 -5.5135 4.1086  0.3216
O 3.7953 -6.7124 3.8472  -0.5938
O 4.9989 -5.0630 4.7464  -0.4951
H 2.0811 -0.9077 4.3213  0.2758
H 3.7544 -1.2694 5.0017  0.0769
H 2.1089 -3.3752 5.9870  0.3496
H 3.7636 -2.9813 2.5767  -0.2448
H 1.0711 -5.1366 4.0030  -0.2800
H 2.7484 -6.2117 1.4743  0.5723
H 1.1501 -5.5199 1.2455  0.4452
H 2.5862 -5.5635 -0.7413  0.3529
H 1.8208 -4.0448 -0.4279  -0.0413
H 4.5286 -4.4711 -1.0227  0.4336
H 4.5608 -4.2198 0.7105  0.3638
H 0.7557 -1.1509 2.9602  -0.2087
H 0.7306 -2.1872 0.9344  -0.1009
H -1.4728 -2.9798 1.7534  0.1981
O 9.4928 -1.8783 5.5354  -0.6819
S 8.3398 -1.6920 4.6935  1.2164
O 8.5527 -1.3508 3.3191  -0.6243
O 7.4365 -0.5546 5.3664  -0.2279
C 8.0562 0.7003 5.6671  -0.3974
C 8.3309 1.5454 4.4371  -0.9968
C 7.2128 -3.0161 4.8443  -0.7942
H 8.9696 0.5269 6.2414  0.3302
H 7.3512 1.2127 6.3196  0.2662
H 9.0670 1.0743 3.7897  0.3057
H 8.7124 2.5240 4.7370  0.3764
H 7.4195 1.6778 3.8553  0.2697
H 7.0572 -3.2269 5.8970  0.3264
H 7.6491 -3.8796 4.3494  0.4098
H 6.2709 -2.7663 4.3592  0.1874
O -2.9672 -0.8454 0.6458  -0.5675
S -3.8903 0.2319 0.6049  1.0856
O -3.4322 1.5851 0.7210  -0.5691
O -5.0340 -0.0321 1.6707  -0.3032
C -4.5921 -0.2737 3.0355  -0.3159
C -4.0910 0.9734 3.7324  -1.0014
C -4.8950 0.1121 -0.8355  -0.4206
H -3.8338 -1.0592 3.0342  0.3440
H -5.4701 -0.6645 3.5449  0.2550
H -3.1852 1.3524 3.2648  0.2983
H -3.8642 0.7431 4.7730  0.3941
H -4.8411 1.7651 3.6935  0.2550
H -5.2670 -0.9053 -0.9183  0.3966
H -4.2602 0.3589 -1.6816  -0.2510
H -5.7095 0.8278 -0.7593  0.3875
O -0.0108 -2.8244 -2.0269  -0.4452
S -0.5690 -2.8648 -3.3320  1.0983
O 0.2456 -2.6625 -4.4908  -0.6733
O -1.8131 -1.8761 -3.3847  -0.2706
C -1.5768 -0.4899 -3.0326  0.6965
C -0.8616 0.2831 -4.1198  -1.1531
C -1.4666 -4.3636 -3.5394  -0.9872
H -1.0422 -0.4392 -2.0822  0.3738
H -2.5590 -0.0632 -2.8757  -0.7455
H 0.1497 -0.0891 -4.2711  0.4338
H -0.7957 1.3384 -3.8531  0.2721
H -1.3922 0.1892 -5.0688  0.2945
H -2.1118 -4.5094 -2.6779  0.2956
H -0.7268 -5.1579 -3.6012  0.3864
H -2.0394 -4.3083 -4.4611  0.3263
O -3.9141 1.5482 -3.7489  -0.2578
S -4.5364 1.5504 -5.0385  1.0721
O -3.7622 1.8054 -6.2081  -0.6377
O -5.7869 2.5215 -5.0108  -0.3299
C -5.5655 3.8966 -4.6125  0.2970
C -4.8367 4.7188 -5.6537  -1.0643
C -5.4157 0.0466 -5.2569  -1.0716
H -5.0389 3.9094 -3.6605  -0.2192
H -6.5620 4.2966 -4.4399  0.3001
H -3.8199 4.3625 -5.8038  0.2751
H -4.7847 5.7579 -5.3291  0.4148
H -5.3527 4.6658 -6.6124  0.2986
H -6.0237 -0.1430 -4.3769  0.3036
H -4.6661 -0.7330 -5.3794  0.3562
H -6.0270 0.1278 -6.1507  0.3881
O -0.3525 4.5574 -1.5106  -0.6734
S -1.5691 5.0046 -2.1043  1.2223
O -1.6086 5.3065 -3.5048  -0.6139
O -2.0878 6.2748 -1.2919  -0.2972
C -1.1733 7.3788 -1.1360  -0.3871
C -0.9689 8.1740 -2.4102  -0.9785
C -2.8943 3.9312 -1.7140  -0.4630
H -0.2260 7.0084 -0.7418  0.3544
H -1.6225 8.0067 -0.3697  0.2700
H -0.4789 7.5775 -3.1765  0.3034
H -0.3455 9.0449 -2.2046  0.3899
H -1.9261 8.5053 -2.8129  0.2473
H -2.9004 3.7245 -0.6465  0.3949
H -2.7478 3.0063 -2.2666  -0.0614
H -3.8151 4.4130 -2.0260  0.2157

Results
**HOMO energy**: 0.138 eV
**Orbital gap**: 0.083 hartree
**Net charge**: -2

***

The following is a quantum chemistry calculation of a structure of composition C24H31EuN11O4 in a non-equilibrium geometry, from OMol25.

Last column: Mulliken charge in e.
Positions of all 71 atoms, in Å:
Eu -1.4049 0.7562 -0.3675  0.9551
O 1.5269 -2.5549 2.6783  -0.6767
C 0.6141 -3.4721 2.3182  0.1160
C 0.9116 -4.8227 2.4944  -0.5611
C -0.0301 -5.7896 2.1992  -0.4289
C -1.2939 -5.4248 1.7441  -0.6881
C -1.5704 -4.0874 1.5161  -0.4888
C -0.6149 -3.1030 1.7530  0.4233
C -0.8698 -1.6871 1.3757  1.0544
O -1.4621 -1.4283 0.2555  -0.9010
N -0.4126 -0.7991 2.2209  -1.4020
N -0.5825 0.5253 1.8165  0.3121
C -0.2984 1.4037 2.7148  -0.3537
C -0.2373 2.8259 2.4812  0.7544
C 0.1292 3.6372 3.5720  -0.9375
C 0.2750 4.9988 3.4548  -0.6879
C 0.0339 5.5984 2.2139  -0.4492
C -0.3331 4.8401 1.1271  -0.5083
C -0.4531 3.4288 1.1983  0.7050
O -0.7312 2.7511 0.1322  -0.5280
H 1.0645 -1.6820 2.6595  0.4671
H 1.8840 -5.0829 2.8927  0.4311
H 0.2168 -6.8340 2.3433  0.3836
H -2.0560 -6.1778 1.5851  0.4241
H -2.5484 -3.7777 1.1695  0.4702
H -0.0443 1.0492 3.7169  0.2994
H 0.3043 3.1534 4.5272  0.3643
H 0.5855 5.5984 4.3003  0.3953
H 0.1434 6.6711 2.1025  0.3907
H -0.5068 5.3048 0.1631  0.4101
N -3.4468 3.4256 -1.0659  -0.2838
C -3.4502 2.8911 0.1765  0.6248
N -3.6640 3.7381 1.2102  -0.4073
O -3.3359 1.6721 0.3602  -0.6224
H -3.5258 4.4127 -1.2170  0.1718
H -3.3188 2.8224 -1.8574  0.2065
H -3.5667 4.7315 1.1083  0.1943
H -3.5788 3.3588 2.1353  0.2229
C 4.2303 -0.0464 0.0638  -0.7567
C 3.1116 0.6072 0.8518  -0.5371
N 1.8857 0.5323 0.0806  0.6156
C 1.8075 0.5210 -1.2830  0.2960
N 0.6124 0.5857 -1.8059  -0.0480
C 0.5622 0.6650 -3.2643  -0.9675
C 1.6130 -0.2304 -3.9037  -0.6596
C 2.9741 0.2386 -3.4286  -0.7147
N 2.9685 0.3913 -1.9833  0.2270
C 4.2560 0.5613 -1.3286  -0.7053
H 4.0349 -1.1182 -0.0085  0.2762
H 5.1894 0.1085 0.5576  0.4002
H 3.3665 1.6486 1.0841  0.2998
H 2.9502 0.0812 1.7946  0.3549
H 1.0581 0.8953 0.5358  -0.8179
H 0.7370 1.7035 -3.5767  0.2696
H -0.4376 0.3807 -3.5885  0.3873
H 1.5588 -0.1865 -4.9925  0.3799
H 1.4431 -1.2611 -3.5840  0.2625
H 3.2342 1.1921 -3.9047  0.2990
H 3.7504 -0.4839 -3.6944  0.4379
H 4.5170 1.6261 -1.2661  0.2595
H 5.0130 0.0752 -1.9451  0.3738
N -2.9576 -4.4840 -3.2552  -0.3606
C -2.5609 -3.3726 -2.6077  0.6536
N -1.6777 -3.4692 -1.6199  -0.1507
N -3.0567 -2.2305 -3.0287  -0.7795
C -2.8103 -1.0626 -2.5431  0.6457
N -2.6502 0.0573 -2.2567  -0.5847
H -2.6496 -5.3955 -2.9771  0.1808
H -3.6124 -4.3936 -4.0088  0.2419
H -1.3647 -4.3645 -1.2854  0.2521
H -1.4487 -2.6432 -1.0371  0.1172

Results
**HOMO energy (alpha / beta)**: -4.684 / -7.033 eV
**Spin multiplicity**: 8
**Orbital gap (alpha / beta)**: 0.191 / 0.277 hartree
**Relative energy (zero: lowest compared OMol25 entry of this formula, charge and spin)**: 12.6 kcal per mole